Entry 1:
# C54H44MnN5O4P2

A structure of composition C54H44MnN5O4P2 at a distorted geometry (wB97M-V/def2-TZVPD, the OMol25 dataset).

Summary:
multiplicity = 5
net charge = +2
highest occupied orbital energy (spin up / spin down) = -11.87 / -11.87 eV
gap between HOMO and LUMO (spin up / spin down) = 5.0 / 5.2 eV

Element x y z (Å)
Mn: 0.31283 0.01617 0.08561
C: 2.16249 1.13784 2.60298
O: 1.63399 0.02450 1.86938
C: 2.08544 -1.23350 2.18285
C: 2.84474 -1.54013 3.29697
C: 3.24941 -2.85010 3.50455
C: 2.91191 -3.84556 2.59973
C: 2.14998 -3.53850 1.48795
C: 1.72313 -2.22969 1.27358
N: 0.91091 -1.83653 0.17198
N: 0.61024 -2.79168 -0.62560
C: -0.22094 -2.74059 -1.65220
C: -0.93619 -1.54657 -1.99788
O: -0.73247 -0.45810 -1.33990
C: -1.84453 -1.56236 -3.07799
C: -1.99143 -2.69057 -3.82838
C: -1.27037 -3.88826 -3.56051
C: -1.42200 -5.02555 -4.37413
C: -0.74694 -6.18437 -4.08194
C: 0.08469 -6.24348 -2.95933
C: 0.25406 -5.13963 -2.15279
C: -0.40349 -3.94005 -2.44728
H: 1.74699 1.15681 3.61071
H: 1.86709 2.02517 2.05091
H: 3.25030 1.08382 2.63961
H: 3.13309 -0.77513 4.00358
H: 3.83156 -3.09407 4.38214
H: 3.24329 -4.86191 2.75759
H: 1.88301 -4.29517 0.76815
H: -2.40411 -0.65719 -3.27969
H: -2.68485 -2.69362 -4.66069
H: -2.07936 -4.96365 -5.23196
H: -0.86349 -7.05067 -4.71781
H: 0.59721 -7.16678 -2.72638
H: 0.88991 -5.18796 -1.28145
O: -0.51086 1.92299 -0.21808
P: -0.47810 2.52468 -1.60510
C: 0.74650 1.75664 -2.75916
P: 2.33208 1.54412 -1.85450
O: 2.08406 1.54902 -0.37041
C: 3.06073 -0.05500 -2.29551
C: 3.10027 -0.58783 -3.58108
C: 3.74517 -1.79366 -3.80291
C: 4.35631 -2.46774 -2.75445
C: 4.31334 -1.94355 -1.46988
C: 3.67064 -0.73819 -1.24109
C: 3.40577 2.90132 -2.34968
C: 4.43148 3.21352 -1.45783
C: 5.30224 4.25145 -1.73842
C: 5.15407 4.98387 -2.90804
C: 4.14240 4.66668 -3.80258
C: 3.27157 3.62401 -3.53174
C: -2.07201 2.37172 -2.43092
C: -3.17064 2.11741 -1.61258
C: -4.43259 1.98647 -2.16913
C: -4.59967 2.11154 -3.54113
C: -3.50884 2.38308 -4.35617
C: -2.24361 2.51062 -3.80688
C: 0.02504 4.24784 -1.52501
C: -0.20948 5.10732 -2.59626
C: 0.21836 6.42132 -2.52341
C: 0.87522 6.87490 -1.38689
C: 1.10983 6.01739 -0.32221
C: 0.68321 4.70061 -0.38605
H: 0.87644 2.42042 -3.61292
H: 0.38281 0.80278 -3.13353
H: 2.63248 -0.06378 -4.40660
H: 3.78404 -2.20878 -4.80096
H: 4.87771 -3.39657 -2.94237
H: 4.78896 -2.46854 -0.65189
H: 3.64645 -0.31306 -0.24629
H: 4.53580 2.64172 -0.54356
H: 6.10039 4.49378 -1.05019
H: 5.82860 5.80030 -3.12675
H: 4.03486 5.23289 -4.71770
H: 2.50705 3.38480 -4.25874
H: -3.02350 2.02260 -0.54416
H: -5.28467 1.78477 -1.53463
H: -5.58279 1.99689 -3.97660
H: -3.64763 2.49214 -5.42333
H: -1.39916 2.70896 -4.45630
H: -0.74250 4.76197 -3.47300
H: 0.03902 7.09450 -3.35051
H: 1.19441 7.90658 -1.32788
H: 1.62635 6.37545 0.55780
H: 0.85032 4.01802 0.43672
N: -3.91102 -2.57664 5.66542
C: -4.54756 -2.41809 6.87060
C: -5.32277 -3.26825 7.65130
C: -5.85024 -2.73340 8.80912
C: -5.61208 -1.40117 9.18635
C: -4.83937 -0.55961 8.41858
C: -4.30210 -1.07446 7.23468
N: -3.54657 -0.46420 6.27260
C: -3.32764 -1.37379 5.35508
C: -2.59218 -1.09369 4.13720
C: -2.07167 0.18990 3.93948
C: -1.38308 0.46843 2.78205
N: -1.17516 -0.44064 1.81878
C: -1.68046 -1.66370 1.99722
C: -2.38689 -2.03244 3.12310
H: -3.87722 -3.42580 5.13079
H: -5.51066 -4.29492 7.36638
H: -6.46920 -3.35628 9.44007
H: -6.05430 -1.03429 10.10231
H: -4.65192 0.46613 8.70310
H: -2.22734 0.94488 4.69622
H: -0.98246 1.45840 2.59585
H: -1.51313 -2.37874 1.19974
H: -2.76903 -3.04097 3.19217

These are the Mulliken partial charges, in e, on atoms 1 to 6: 0.74 -1.45 1.07 0.07 -0.69 -0.86

Entry 2:
# C2CrF3NO3S2

A structure of composition C2CrF3NO3S2 at a distorted geometry (wB97M-V/def2-TZVPD, the OMol25 dataset).

Summary:
multiplicity = 6
net charge = -1
highest occupied orbital energy (spin up / spin down) = -2.50 / -3.31 eV
gap between HOMO and LUMO (spin up / spin down) = 5.2 / 6.0 eV

Element x y z (Å)
N: 0.42879 1.24000 1.48123
S: 0.15722 2.62550 0.41407
S: 0.57135 -0.15313 0.78021
C: 2.12826 -0.09424 -0.36530
F: 1.91063 0.31747 -1.61230
F: 3.07139 0.67900 0.16966
F: 2.62010 -1.34146 -0.43467
O: -2.80920 -2.29622 1.10282
C: -3.02818 -1.43478 0.35492
O: -3.44168 -0.52962 -0.25573
O: -0.47299 -0.33589 -0.40188
Cr: -1.13570 1.32336 -1.23305

These are the natural (NBO) partial charges, in e, on atoms 1 to 6: -1.04 -0.42 1.26 0.73 -0.34 -0.33

Entry 3:
# C2H3NO3

The molecule C2H3NO3 at a distorted geometry (wB97M-V/def2-TZVPD, the OMol25 dataset).

Summary:
structure (SMILES) = O=CO/C=N/O
multiplicity = 1
highest occupied orbital energy = -9.75 eV
gap between HOMO and LUMO = 10.5 eV

Element x y z (Å)
C: -0.05772 -0.53563 -0.42431
C: -0.99584 1.30330 0.85162
H: 1.66872 -1.35235 -1.38765
H: -0.60970 -1.47552 -0.84332
H: -1.89132 1.82678 0.79511
N: 1.11958 -0.34765 -0.06832
O: 2.05994 -1.19699 -0.52456
O: -1.09451 0.19372 -0.09970
O: -0.19915 1.58433 1.70113

These are the natural (NBO) partial charges, in e, on atoms 1 to 6: 0.30 0.65 0.45 0.16 0.12 -0.17

Entry 4:
# C21H44F3O12

A cluster of 4 separate species, C21H44F3O12 in total at a distorted geometry (wB97M-V/def2-TZVPD, the OMol25 dataset).

Summary:
multiplicity = 1
net charge = -1
highest occupied orbital energy = -4.88 eV
gap between HOMO and LUMO = 7.0 eV

Element x y z (Å)
O: 4.25581 -2.93987 -1.87696
C: 5.59833 -2.75276 -1.99918
O: 6.22493 -1.44000 -2.26947
C: 6.66839 -4.02129 -1.79218
O: 6.63164 -4.58084 -0.43206
C: 7.58169 -3.91678 0.47432
F: 7.43909 -2.44365 0.56268
F: 9.00935 -4.23217 0.22037
F: 7.26833 -4.43999 1.85685
H: 7.76565 -3.71552 -2.14962
H: 6.33969 -4.89654 -2.53464
C: 1.67238 2.90459 2.68283
O: 2.85855 2.17863 2.96703
C: 2.69409 1.30189 4.08321
C: 3.89309 0.35572 4.19899
O: 3.78007 -0.78581 3.34005
C: 4.05304 -0.53969 1.95445
C: 5.55034 -0.41353 1.66188
O: 6.00345 0.91172 1.94636
C: 7.41927 1.00716 1.91718
H: 1.36626 3.49843 3.54891
H: 1.87521 3.57923 1.84639
H: 0.87072 2.22044 2.38933
H: 1.77127 0.72128 3.96753
H: 2.62967 1.91781 4.98715
H: 3.90669 -0.04928 5.21675
H: 4.84217 0.87430 4.04557
H: 3.49015 0.31978 1.58728
H: 3.67805 -1.42227 1.42477
H: 5.73012 -0.60812 0.59924
H: 6.11041 -1.13561 2.26825
H: 7.85721 0.38182 2.70126
H: 7.69709 2.04692 2.10818
H: 7.80578 0.71244 0.93695
C: 1.56941 0.48310 -1.85578
O: 0.64802 -0.53356 -2.21941
C: 0.79956 -1.70477 -1.41512
C: -0.36497 -2.67045 -1.65503
O: -1.52427 -2.34011 -0.88008
C: -2.28925 -1.22886 -1.36476
C: -3.14984 -1.58998 -2.57818
O: -2.37291 -1.52751 -3.77609
C: -3.06242 -2.08110 -4.88634
H: 2.59824 0.12490 -1.95404
H: 1.42590 1.33287 -2.52899
H: 1.38010 0.81709 -0.83135
H: 0.83992 -1.42590 -0.35556
H: 1.73857 -2.19049 -1.70313
H: -0.05819 -3.66269 -1.30659
H: -0.61058 -2.76274 -2.71539
H: -1.65216 -0.36432 -1.55720
H: -2.96057 -0.95933 -0.54208
H: -3.96749 -0.86735 -2.67117
H: -3.56228 -2.59872 -2.45528
H: -3.24912 -3.14697 -4.72304
H: -2.43073 -1.97201 -5.77168
H: -4.00515 -1.55284 -5.05757
C: -3.28406 2.89196 0.72750
O: -4.60918 2.83136 0.22233
C: -4.66785 2.17829 -1.04718
C: -6.12292 1.90115 -1.43728
O: -6.63417 0.70099 -0.84407
C: -6.98008 0.80228 0.54340
C: -8.30760 1.53062 0.76840
O: -8.10780 2.94569 0.75504
C: -9.33633 3.65570 0.72154
H: -2.62968 3.42523 0.03190
H: -3.30371 3.43232 1.67804
H: -2.90194 1.88331 0.91042
H: -4.10707 1.23699 -1.00768
H: -4.21433 2.84518 -1.78894
H: -6.15519 1.72516 -2.51803
H: -6.77356 2.75369 -1.22981
H: -6.16743 1.24387 1.12215
H: -7.09842 -0.23087 0.88795
H: -8.70908 1.25828 1.75025
H: -9.02381 1.24935 -0.01307
H: -9.87592 3.43535 -0.20469
H: -9.11498 4.72580 0.74696
H: -9.95265 3.40160 1.58911

These are the Mulliken partial charges, in e, on atoms 1 to 6: -0.64 0.50 -0.71 -0.40 -0.29 0.75

no.,molar mass (g/mol)
1,943.86
2,259.15
3,89.05
4,545.57